Below is a 14-piece molecular cluster, C27H82O14 overall, with properties calculated with ωB97M-V/def2-TZVPD.

```
123
Properties=species:S:1:pos:R:3:forces:R:3:mulliken_charge:R:1
H 1.47606 -0.23646 7.40164 -0.57 -0.47 0.45 0.38
H -2.71696 -3.55559 -1.85934 0.50 -0.29 -0.38 0.41
H -2.74525 1.42744 -3.46819 0.58 -0.94 -1.39 0.17
H 1.99488 2.74499 2.08581 0.24 -0.17 -0.13 0.30
O 3.55401 0.76464 5.02699 -1.06 0.02 -0.98 -0.64
H 1.64399 1.80035 -1.90145 -0.26 0.82 1.34 0.34
H 0.43152 -1.37193 -7.65364 0.58 0.22 0.02 0.35
H 4.65968 0.56251 -0.54620 -0.35 0.00 0.46 0.12
O 0.90437 -3.43929 2.38403 0.43 0.34 0.62 -0.45
H -5.74650 -1.90057 0.98805 -0.49 0.48 0.04 0.46
H -2.66875 1.61527 5.33869 -1.25 0.53 0.85 0.60
C 0.13480 -4.57590 2.77762 -0.21 -0.21 -1.41 0.61
H 0.64837 2.20218 -5.22966 0.05 -0.08 0.61 0.22
H 0.52713 -4.50004 4.89199 0.16 0.21 0.09 0.33
H -0.87840 -5.38594 4.45798 -0.58 -0.83 0.18 0.50
C 1.08398 -0.50471 -7.45780 0.21 0.58 0.87 -1.46
H -0.30028 4.88187 0.92659 0.24 0.04 -0.06 0.44
H 3.39601 1.36101 4.24002 0.04 -0.90 1.23 0.32
C 0.92054 -5.83169 2.44452 -1.61 -1.08 0.97 -1.46
H 5.11523 -0.05653 1.14567 0.05 0.56 -0.39 0.21
H -4.31021 -2.10407 1.92831 0.50 0.05 0.89 0.29
H -4.22285 -2.12138 -3.45522 -0.01 -0.25 0.48 0.25
C -0.58030 0.72815 -1.22877 1.30 -0.38 -0.40 0.05
H -1.40207 1.38871 -1.39708 -0.31 0.85 -0.04 0.33
O 0.69890 -0.36958 -5.09838 0.23 -0.10 0.74 -0.68
H 2.37128 1.21916 2.18395 -0.25 0.77 0.19 0.30
H 2.56543 4.75337 0.51561 -0.54 -0.49 -0.04 0.28
H 1.39073 -0.38314 3.63452 -0.16 0.49 -0.23 -0.11
H 0.96016 -0.82148 0.61888 0.00 0.98 -0.97 0.36
H 1.67638 1.29979 5.59561 -0.20 -0.40 0.11 0.11
O 2.07572 1.99211 2.70621 0.03 -0.44 -0.16 -0.78
C -1.88012 1.26946 4.73722 -0.18 0.60 -1.85 -1.47
O 4.80742 -1.87065 -1.60179 1.22 -0.46 -0.70 -0.61
H 0.51187 -0.79731 5.13494 0.05 0.05 -0.34 0.17
O -2.48676 -4.08647 -2.66085 0.12 0.76 0.54 -0.70
H -2.80415 1.51274 2.73872 -0.46 -0.47 0.21 0.08
H -3.04075 3.57226 3.95355 -0.64 0.37 0.02 0.47
H -4.49715 0.40584 0.10838 0.05 -0.17 0.45 0.59
O 2.43422 0.67882 -3.27468 -0.86 -0.27 1.13 -0.41
H -2.37458 3.77668 2.32162 -0.51 0.32 -1.33 0.34
C 4.69571 -1.57519 -0.25322 0.09 -1.11 1.70 1.52
H -3.14021 0.92981 -5.16752 0.19 0.31 -0.18 0.51
C -0.89362 4.60141 -0.89228 -1.72 -0.14 -1.31 2.26
H -0.02494 -0.95930 -4.86825 -0.52 -0.26 -0.24 0.13
H 0.02334 1.72144 2.90576 -1.16 -0.11 -0.33 0.06
H 6.20761 -0.09014 -0.27328 0.89 -0.03 0.09 0.47
H 2.12789 -0.78193 -7.17366 -0.91 -0.13 -0.09 0.28
C -0.32823 -4.50770 4.21876 0.35 0.34 -0.39 -1.33
C 1.41915 -0.04972 -0.07442 -0.28 -0.17 1.02 -1.49
H -0.98629 1.58214 5.22150 1.01 0.29 0.31 0.30
H -0.13166 0.43451 -2.20389 -0.45 0.11 0.37 -0.42
H 0.20019 1.59106 0.57605 0.01 0.54 0.21 0.05
C -2.21115 3.40080 3.28925 1.13 0.27 1.65 -1.59
H -1.39275 4.01743 3.69271 0.10 -0.44 0.08 0.31
H 1.80214 0.16131 -3.80511 -0.18 0.09 -0.27 0.32
H 3.61807 -1.61587 0.02582 0.53 -0.15 0.07 -0.48
H -0.32218 -2.07752 2.46427 0.82 -0.91 0.10 0.31
H -2.07791 -0.84431 -2.91882 -1.35 0.42 -0.93 -0.38
H -1.41178 0.89031 -4.64478 -0.33 0.10 0.28 -0.37
C -4.11212 -1.06919 -3.66334 -1.13 0.16 -1.95 -1.62
C -2.69892 -0.70573 -3.88996 3.03 -0.57 2.13 1.58
C 1.07932 1.74201 -6.10534 -0.70 -0.37 -0.61 -1.26
H 1.67638 -3.43885 2.96733 0.04 0.24 -0.19 0.21
H -0.64477 -0.61727 2.24801 -0.81 -0.39 0.04 -0.17
H 1.64459 -0.52044 -1.02442 0.29 -0.23 -0.09 0.37
H -2.12101 -2.51177 -4.43706 -0.31 -1.89 1.15 0.33
C -3.93536 -1.69465 -0.15769 -0.98 -0.35 0.05 1.05
H 6.52448 -2.67544 0.43404 -0.26 -0.09 -0.58 0.35
H -4.52658 -0.43594 -2.91599 -0.50 0.28 0.84 0.38
C -1.98398 1.92190 3.31225 1.11 -1.55 0.25 0.97
H -0.57082 3.59711 -0.82240 0.23 -1.32 0.10 -1.08
H 3.15448 0.83667 -3.85514 1.06 0.29 -0.71 0.22
H 1.03609 5.38583 -1.37941 0.20 -0.21 -0.16 0.32
O -0.85884 1.47396 2.50791 0.95 0.47 0.58 -0.15
C 2.43818 -0.22069 6.93175 1.18 -0.14 -0.22 -1.53
H -0.28349 6.34491 -1.89721 -0.10 -0.11 -0.67 0.45
H -3.32405 -4.42084 -2.96148 -0.51 -0.39 -0.23 0.32
O -1.05174 -1.51499 2.23251 -0.44 1.49 -0.33 -0.20
O -2.74933 -2.42744 -0.37662 -0.40 -0.42 -1.06 -0.51
H -0.59200 0.42370 -6.46088 -0.80 0.14 -0.21 0.27
H 1.37202 -5.82914 1.44363 -0.14 -0.01 0.51 0.33
C 5.19292 -0.18002 0.05412 -0.25 -0.45 0.31 -1.14
H 0.09333 4.72773 -2.74459 0.06 0.45 -0.20 0.27
C -3.61447 -0.22709 -0.01461 0.53 0.19 0.41 -0.01
C 0.58337 1.20802 -0.35499 -0.64 -0.93 -0.64 0.73
C 0.46105 0.33600 -6.30999 1.72 0.00 -0.31 0.88
H -1.93077 0.19416 4.74336 0.11 -0.43 -0.42 0.18
H 1.18791 0.11060 -8.33796 -0.23 0.10 -0.53 0.40
H 1.51870 3.73890 -0.08989 0.26 -0.55 -0.83 0.15
H 5.26271 -2.63009 1.55388 -0.40 -0.03 0.87 0.38
H 3.10617 0.37540 7.58544 -0.33 -0.09 -0.65 0.38
H 5.03917 -3.68212 0.17330 0.04 -0.35 -0.22 0.35
O -2.04514 -1.64345 -4.75660 0.37 2.49 -1.93 -0.59
H -4.71751 -0.89686 -4.59706 0.56 -0.04 0.66 0.43
C -2.27175 4.61755 -1.60584 0.75 -1.59 0.80 -1.45
H 2.16114 1.73411 -6.03210 0.17 -0.18 0.10 0.31
H -4.52112 -1.80201 -1.06336 -0.10 -0.23 -0.29 0.16
C 0.04292 5.30372 -1.82225 0.84 0.86 0.85 -1.45
C 1.49777 -0.63494 4.67865 -0.11 -1.03 0.20 -0.50
C -2.45170 0.73601 -4.34313 -1.05 0.04 1.03 -0.58
H -0.69793 -4.56174 2.06182 -0.19 0.20 0.43 0.20
C 2.23388 0.34902 5.53529 1.53 1.70 0.04 0.75
O 1.33641 2.22630 -1.03365 0.35 -1.36 -1.25 -0.07
C 5.42958 -2.73524 0.50290 0.03 1.65 -0.09 -1.53
O 1.85139 4.12485 0.72043 0.44 0.91 1.32 -0.63
H 1.99937 -1.61229 4.68706 0.09 0.14 0.14 0.34
H 1.59102 -6.00798 3.27005 1.02 -0.04 -0.05 0.41
H 3.97161 -1.63225 -1.92442 -1.60 0.48 -1.52 0.35
H -3.13877 0.12873 -0.92528 0.06 -0.11 -0.09 -0.40
H 0.80880 2.43965 -6.89269 0.03 -0.18 -0.50 0.40
H -4.92445 -3.40620 0.86986 0.55 0.69 -0.07 0.36
H 0.18541 -6.67703 2.59017 0.75 0.56 -0.68 0.37
H -2.15945 -2.22204 0.32994 1.09 0.17 1.11 0.06
H -2.06081 4.08481 -2.55903 -0.77 0.44 0.39 0.23
H 2.32802 0.23758 0.43270 0.64 0.10 -0.15 0.02
H -0.97050 -0.15560 -0.76095 -0.28 -0.56 0.08 -0.04
C -4.75216 -2.31088 0.98305 -0.30 -0.58 -0.87 -1.76
H -3.03019 4.08044 -0.98543 0.50 0.34 -0.63 0.28
H -2.57751 5.63632 -1.75098 -0.25 0.45 -0.28 0.48
O -1.05233 5.12393 0.37694 -0.13 0.92 1.09 -0.67
H -0.97413 -3.65596 4.41012 0.09 0.21 -0.03 0.24
H -2.86158 -0.12140 0.79980 -0.68 0.31 -0.27 -0.33
H 2.89614 -1.23553 6.84252 -0.53 0.62 0.23 0.33
```
Positions in Å, forces in eV/Å.

Computed properties:
Energy above the lowest of the compared OMol25 structures with the same formula, charge and spin: 25.45 kJ/mol
HOMO level: -9.86 eV

---

Below is C34H40CuFGeN2O3SeTe as an isolated structure, with properties calculated with ωB97M-V/def2-TZVPD.

```
84
Properties=species:S:1:pos:R:3:forces:R:3:mulliken_charge:R:1
C -3.25358 0.80496 2.02421 0.00 0.00 0.00 -0.23
H 0.03813 1.62958 5.76020 0.00 0.00 0.00 0.34
C 1.28206 -0.64879 3.26140 -0.01 0.03 -0.02 -0.21
C 1.44971 -0.88871 -4.35433 -0.10 0.04 -0.02 0.55
C -3.29513 0.62230 3.40211 -0.01 0.00 0.00 -0.63
H 0.64055 3.07869 -4.24372 0.01 0.01 -0.01 0.52
H 4.38784 1.27486 -1.56237 0.01 0.01 -0.01 0.48
C -3.39441 -5.19762 0.76382 0.00 -0.01 -0.02 -1.21
C -0.85534 4.71066 -2.39494 -0.03 0.02 -0.02 -0.13
H -3.27521 -1.88835 -0.07085 -0.02 0.01 0.02 0.29
C 3.73618 1.89030 -3.52062 -0.05 0.02 -0.06 -0.53
C -2.20323 -0.01789 5.56896 -0.02 -0.02 -0.01 -1.43
H -3.24527 6.17374 -4.30563 0.00 0.00 0.00 0.36
H 4.67669 1.65191 -4.00136 0.00 0.00 -0.02 0.40
H -2.09734 0.92932 6.10502 0.01 0.00 0.00 0.42
C -2.46054 -2.42767 -0.55448 0.02 -0.01 -0.02 -0.78
H 1.72061 -3.84028 1.53656 -0.01 0.00 -0.01 0.15
H -2.10767 0.70471 0.21967 0.00 0.00 0.01 0.93
H 3.43658 -1.75858 -6.04196 0.00 0.00 0.00 0.33
H 0.74613 0.75479 7.12763 0.00 0.00 0.00 0.40
H -3.09385 -6.06306 1.35556 0.01 0.00 0.00 0.36
H -1.62186 -1.74373 -0.69481 -0.01 0.02 -0.01 -0.08
C 0.24756 -0.51031 5.44935 0.00 0.00 -0.02 -0.38
C -0.44685 -4.86113 -0.43929 -0.01 0.04 0.02 -1.01
C 1.43352 -0.95103 -5.81291 0.06 0.03 0.00 -0.40
Cu 1.69565 -0.68370 -1.33088 -0.12 -0.02 -0.12 -0.06
H 2.80365 -0.94767 -7.48009 0.00 0.01 0.00 0.35
C -2.12081 0.59053 1.29465 -0.01 0.01 -0.01 -1.29
C -0.15053 6.89134 -3.14073 -0.02 0.03 -0.02 -0.56
H -4.22791 0.78348 3.92836 0.00 0.00 0.00 0.53
C -2.16634 0.22465 4.08272 -0.02 0.01 -0.01 0.95
C 0.25585 -0.07515 1.16653 0.01 -0.02 -0.08 1.50
H 0.59640 7.67485 -3.16317 0.00 0.00 0.00 0.37
H -1.04259 -1.06876 7.06491 0.00 0.00 0.00 0.44
Ge -1.89852 -3.95317 0.52449 0.00 0.00 0.02 0.51
H -4.22436 -4.70657 1.27354 0.00 0.01 0.00 0.35
F -4.38747 1.18843 1.40305 0.00 -0.01 -0.01 -0.40
H 1.70630 1.06661 5.67534 0.00 0.00 0.00 0.40
H -1.54566 7.96828 -4.36887 0.00 0.00 0.00 0.37
H 3.35710 0.00414 -6.09276 0.01 -0.01 -0.01 0.23
H 3.07192 -3.40333 0.47863 -0.01 0.00 0.02 0.26
H -2.79573 4.08807 -3.06995 0.00 -0.01 -0.01 0.35
H 2.50953 -5.09480 0.53397 0.00 -0.02 0.01 0.49
C -1.35386 7.05761 -3.81621 0.03 0.00 0.01 -0.42
H -1.04574 -4.19407 2.92979 -0.01 0.00 -0.01 0.47
O 3.63262 -1.20532 2.20008 -0.02 0.01 0.00 -0.78
O 0.18770 0.08581 -0.07142 0.04 0.04 0.11 -0.57
H 0.83866 -0.10814 -6.16813 0.00 0.01 -0.01 0.26
C 1.40293 -0.51589 1.90531 -0.02 0.00 0.04 -0.27
H -2.80684 -2.76160 -1.53422 0.00 0.00 0.00 0.46
H 2.15938 -0.97492 3.80737 0.01 0.00 -0.01 0.65
H -3.75268 -5.55266 -0.20337 -0.01 0.00 0.01 0.35
H -0.36739 -2.74492 2.16153 -0.02 -0.02 0.01 -0.37
H -3.17909 -0.42026 5.84396 0.00 0.01 0.00 0.46
Se 1.02034 -3.64157 -0.89640 0.05 -0.01 -0.02 0.06
C 1.31662 2.51468 -2.28276 0.14 -0.08 0.07 -0.33
H 2.79197 2.56923 -5.33010 0.00 -0.01 -0.01 0.49
H 1.02989 5.61119 -1.89380 0.00 0.00 0.00 0.40
H -0.82693 -5.26522 -1.37825 0.02 0.01 0.00 0.42
C -1.09831 -0.98106 5.97923 -0.01 0.00 0.03 -0.99
O 2.99478 -0.78786 0.11424 0.04 -0.01 -0.03 -0.57
C 3.58618 1.69258 -2.15758 -0.03 -0.01 0.01 -0.36
C -2.30676 6.05273 -3.77942 -0.01 -0.04 0.01 -0.53
H 0.99581 -1.27526 5.65955 0.00 0.00 0.00 0.52
H 0.91278 -1.86372 -6.10465 -0.01 -0.01 0.01 0.31
H -1.30590 -1.97577 5.57568 0.00 0.02 0.00 0.31
C 0.09385 5.72972 -2.42574 0.02 -0.03 0.01 -0.14
C 2.20508 -4.05243 0.58556 -0.01 0.02 0.00 -0.91
C 1.46525 2.69460 -3.65501 -0.02 0.00 0.03 -0.34
C 2.79415 -0.86526 1.36607 0.02 -0.03 0.04 -0.03
Te -0.51026 2.92884 -1.31226 0.02 -0.02 -0.03 0.48
C -0.98046 0.01604 3.34969 0.02 -0.05 0.00 -0.12
C 0.70959 0.81665 6.03915 0.00 0.00 0.00 -1.39
H -0.01872 -5.69292 0.12008 -0.01 0.00 0.01 0.43
C 2.38496 2.01855 -1.53741 -0.09 0.10 -0.01 -0.53
N 1.47492 -0.83062 -3.21236 0.06 -0.10 0.03 -0.06
C -2.05520 4.87835 -3.07796 -0.01 0.03 -0.01 -0.27
C 2.67565 2.39780 -4.26604 0.06 -0.01 0.04 -0.66
C -0.95652 0.19081 1.96203 -0.01 -0.02 -0.02 0.53
H 2.29092 1.88639 -0.46709 -0.01 0.00 0.00 0.55
H -2.03847 -2.73298 2.74933 0.02 -0.01 0.01 0.24
N 0.17701 -0.41446 3.98109 0.01 0.01 0.00 0.43
C 2.85012 -0.91138 -6.39318 -0.03 0.01 0.02 -1.02
C -1.26979 -3.34917 2.27661 0.03 0.04 -0.01 -0.45
```
Positions in Å, forces in eV/Å.

Computed properties:
Energy above the lowest of the compared OMol25 structures with the same formula, charge and spin: 3.23 kJ/mol
HOMO level: -7.40 eV

---

Below is C17H19N3O3S as an isolated structure, with properties calculated with ωB97M-V/def2-TZVPD.

```
43
Properties=species:S:1:pos:R:3:forces:R:3:nbo_charge:R:1
O 0.33255 -5.60158 -1.32885 -4.15 -6.56 -0.19 -0.64
S -0.53460 -1.55514 -0.06078 1.95 0.75 -0.15 0.26
C -2.03646 1.50182 -0.52685 -13.10 5.34 11.58 0.31
C -4.48840 1.01700 -0.58556 5.12 0.86 -4.51 -0.39
C 2.94332 1.43350 -1.17542 3.19 0.37 2.72 -0.23
H 1.02229 -3.47857 -1.60015 0.17 1.36 -4.36 0.26
H -3.37385 0.73242 2.61188 -0.21 -1.30 0.64 0.22
H -0.36815 -6.45981 -1.11617 2.76 3.40 -0.75 0.51
O -0.28708 -4.99380 0.83852 3.73 0.24 -5.46 -0.64
C -2.18506 1.67577 1.20048 -1.40 -5.44 -5.01 -0.40
H 5.36012 2.02123 1.81295 -1.58 -0.66 -2.21 0.20
H -4.95357 2.05032 1.33568 1.15 -3.03 -1.29 0.11
H -3.64029 3.03710 -0.95025 -1.12 5.23 2.27 0.20
C 4.85114 2.69026 -0.13757 -2.19 -1.26 -3.71 -0.21
H -5.34819 0.46635 0.83986 -9.74 -6.50 2.21 0.20
N 0.10143 1.30256 -0.63042 3.83 -6.28 1.06 -0.40
C 0.41472 -4.85328 -0.27805 -7.23 -3.68 5.78 0.76
C 3.93249 2.34847 -1.24721 3.55 5.64 -1.93 -0.16
N -1.14521 1.49883 -1.21253 12.40 -2.29 -7.86 -0.29
C -3.30552 2.13336 -1.08074 -0.45 -7.99 -3.08 -0.44
N 1.81778 -0.29401 -0.08762 4.24 -3.58 4.61 -0.49
H 0.86114 -2.96186 1.51211 -0.59 -0.09 -2.39 0.30
H -1.31664 1.42984 1.67425 2.43 -0.63 1.21 0.20
H -5.35157 1.14297 -1.18434 -1.45 0.52 0.23 0.22
H -4.05715 0.07767 -1.07792 -0.42 0.64 0.83 0.18
C 2.89753 0.66229 0.02135 -4.04 0.62 -5.99 0.17
H 5.58318 3.43155 0.06565 0.39 0.79 -1.10 0.23
H 2.09280 -4.00045 -0.16907 3.44 -0.74 -0.58 0.29
H -3.13119 2.19011 -2.22758 -0.61 -0.81 1.52 0.20
C 1.23803 -3.88664 -0.73017 1.30 6.73 7.45 -0.49
C -4.53797 0.85419 0.85838 5.36 10.42 0.64 -0.33
C -3.29192 0.58093 1.55119 1.74 2.37 -0.07 -0.42
C 2.09739 -1.72523 0.51802 2.35 3.26 -4.67 0.69
H 3.51791 0.36935 1.98947 1.05 1.53 -2.23 0.22
C 3.73571 0.98241 0.97385 -5.02 -7.96 6.07 -0.24
C 0.59039 -0.09002 -0.32356 -8.02 7.12 -2.22 0.32
O 3.27450 -1.97565 0.49543 -1.13 -1.04 1.61 -0.51
H -2.85452 -0.25857 1.08132 0.46 -1.79 0.74 0.21
C 4.67375 1.82062 0.83617 7.27 4.80 5.77 -0.19
H -2.46028 2.61766 1.36877 -1.27 3.84 0.52 0.19
H 4.07054 3.10581 -2.27398 -0.75 -2.45 3.02 0.20
H 2.34298 1.56208 -1.97037 -2.69 -1.02 -2.32 0.25
C 0.91588 -2.60187 0.38982 -0.73 -0.67 1.59 -0.45
```
Positions in Å, forces in eV/Å.

Computed properties:
Energy above the lowest of the compared OMol25 structures with the same formula, charge and spin: 1520.54 kJ/mol
HOMO level: -7.62 eV